(1)
{
  "formula": "C17H36BN2O5S4",
  "method": "wB97M-V/def2-TZVPD",
  "species": ["C", "C", "C", "C", "C", "C", "B", "N", "O", "C", "N", "C", "C", "H", "H", "H", "H", "H", "H", "H", "H", "H", "H", "H", "H", "C", "S", "O", "C", "H", "H", "H", "H", "H", "H", "C", "S", "O", "C", "H", "H", "H", "H", "H", "H", "C", "S", "O", "C", "H", "H", "H", "H", "H", "H", "C", "S", "O", "C", "H", "H", "H", "H", "H", "H"],
  "positions_angstrom": [[1.608, 0.255, -2.443], [1.261, 0.676, -1.015], [0.973, 1.987, -0.683], [0.711, 2.327, 0.644], [0.734, 1.361, 1.638], [0.512, 1.699, 3.088], [1.958, 1.839, 3.904], [2.700, 3.155, 3.608], [2.874, 0.618, 3.616], [3.834, 0.829, 2.806], [4.588, 0.995, 1.937], [0.980, 0.033, 1.273], [1.252, -0.331, -0.046], [2.345, -0.546, -2.361], [2.110, 1.106, -2.908], [0.733, -0.055, -3.006], [0.950, 2.755, -1.458], [0.522, 3.370, 0.875], [0.072, 2.702, 3.125], [-0.177, 1.009, 3.578], [1.677, 1.831, 5.096], [2.526, 3.464, 2.653], [2.273, 3.874, 4.181], [0.989, -0.713, 2.063], [1.443, -1.368, -0.289], [-1.227, -1.870, 5.689], [-2.050, -0.547, 4.800], [-1.826, 0.703, 5.568], [-3.729, -1.085, 5.178], [-0.155, -1.699, 5.619], [-1.539, -1.851, 6.735], [-1.473, -2.825, 5.227], [-3.868, -1.124, 6.259], [-3.902, -2.067, 4.736], [-4.418, -0.363, 4.744], [-0.641, -2.878, 0.779], [-1.595, -3.897, 1.902], [-0.990, -3.775, 3.257], [-1.052, -5.477, 1.230], [-0.795, -1.833, 1.035], [0.417, -3.123, 0.862], [-0.991, -3.054, -0.240], [0.033, -5.548, 1.298], [-1.375, -5.557, 0.192], [-1.510, -6.271, 1.818], [2.030, 3.019, -5.563], [1.502, 3.753, -4.007], [0.292, 3.012, -3.580], [0.916, 5.295, -4.726], [2.397, 2.017, -5.351], [1.183, 2.966, -6.248], [2.832, 3.619, -5.994], [0.146, 5.083, -5.469], [1.752, 5.824, -5.184], [0.497, 5.900, -3.924], [-2.720, -3.000, -4.207], [-1.095, -2.389, -4.686], [-0.364, -2.069, -3.437], [-1.676, -0.827, -5.362], [-2.585, -3.961, -3.716], [-3.186, -2.296, -3.518], [-3.337, -3.128, -5.097], [-2.211, -0.271, -4.591], [-2.326, -1.021, -6.216], [-0.807, -0.258, -5.684]],
  "lowdin_charge": [-0.06, -0.27, -0.05, -0.04, -0.24, -0.10, -0.67, 0.05, 0.02, -0.47, 0.10, -0.06, -0.05, 0.08, 0.04, 0.04, 0.06, 0.10, 0.09, 0.04, 0.08, 0.03, 0.03, 0.11, 0.09, -0.27, 0.79, -0.54, -0.28, 0.06, 0.05, 0.02, 0.05, 0.05, 0.04, -0.27, 0.81, -0.56, -0.28, 0.04, 0.06, 0.06, 0.06, 0.05, 0.04, -0.27, 0.81, -0.54, -0.27, 0.04, 0.05, 0.05, 0.05, 0.05, 0.05, -0.28, 0.80, -0.54, -0.27, 0.04, 0.06, 0.05, 0.06, 0.05, 0.05],
  "lumo_energy_ev": 1.815,
  "total_charge": -1,
  "energy_ev": -75447.0988,
  "molar_mass_g_mol": 487.564,
  "multiplicity": 1,
  "de_lowest_ev": 0.000
}

***

(2)
{
  "formula": "C14H25OSi",
  "method": "wB97M-V/def2-TZVPD",
  "species": ["C", "O", "C", "C", "C", "C", "C", "C", "C", "H", "H", "H", "H", "H", "H", "H", "H", "H", "C", "C", "Si", "C", "C", "C", "C", "H", "H", "H", "H", "H", "H", "H", "H", "H", "H", "H", "H", "H", "H", "H", "H"],
  "positions_angstrom": [[-1.323, -0.964, -3.036], [-0.261, -1.288, -2.122], [0.508, -0.182, -1.685], [2.009, -0.423, -1.587], [2.833, 0.717, -1.483], [4.220, 0.557, -1.345], [4.753, -0.741, -1.231], [3.897, -1.845, -1.164], [2.514, -1.689, -1.268], [-1.744, -1.923, -3.348], [-2.110, -0.345, -2.573], [-0.932, -0.438, -3.917], [0.296, 0.769, -2.212], [2.371, 1.721, -1.471], [4.876, 1.432, -1.305], [5.841, -0.883, -1.190], [4.297, -2.850, -1.003], [1.790, -2.506, -1.094], [-0.070, 2.937, 1.749], [-1.489, 2.371, 1.534], [-1.691, 0.537, 1.710], [-0.419, -0.415, 2.676], [-0.340, -1.923, 2.347], [-3.139, -0.375, 1.006], [-3.871, 0.389, -0.101], [0.312, -0.069, -0.645], [-0.097, 4.015, 1.945], [0.429, 2.454, 2.591], [0.576, 2.795, 0.879], [-2.170, 2.724, 2.328], [-1.882, 2.735, 0.575], [0.585, 0.029, 2.608], [-0.788, -0.263, 3.708], [0.187, -2.476, 3.137], [-1.339, -2.356, 2.239], [0.191, -2.118, 1.408], [-2.858, -1.369, 0.639], [-3.777, -0.512, 1.894], [-4.903, 0.052, -0.212], [-3.890, 1.460, 0.088], [-3.395, 0.256, -1.070]],
  "lowdin_charge": [-0.07, -0.19, -0.20, -0.20, -0.05, -0.08, -0.08, -0.08, -0.04, 0.10, 0.06, 0.10, 0.14, 0.11, 0.11, 0.11, 0.11, 0.12, -0.13, -0.30, 1.03, -0.30, -0.13, -0.29, -0.13, 0.08, 0.09, 0.06, 0.07, 0.10, 0.09, 0.09, 0.10, 0.09, 0.06, 0.07, 0.09, 0.10, 0.09, 0.06, 0.05],
  "lumo_energy_ev": -4.837,
  "total_charge": 1,
  "energy_ev": -24840.6930,
  "molar_mass_g_mol": 237.439,
  "multiplicity": 1,
  "de_lowest_ev": 0.643
}

***

(3)
{
  "formula": "C4H8O2",
  "method": "wB97M-V/def2-TZVPD",
  "species": ["O", "C", "C", "C", "O", "C", "H", "H", "H", "H", "H", "H", "H", "H"],
  "positions_angstrom": [[1.088, -0.612, -1.847], [0.508, 0.192, -0.821], [-0.904, -0.181, -0.469], [-1.052, 0.113, 1.019], [0.131, -0.423, 1.609], [1.131, 0.192, 0.880], [0.896, -1.553, -1.714], [0.698, 1.201, -1.174], [-1.040, -1.258, -0.627], [-1.611, 0.364, -1.087], [-1.922, -0.359, 1.471], [-1.089, 1.203, 1.196], [1.197, 1.255, 1.096], [1.736, -0.329, 0.183]],
  "lowdin_charge": [-0.04, -0.30, -0.14, -0.20, -0.13, -0.12, 0.10, 0.14, 0.13, 0.12, 0.12, 0.13, 0.11, 0.08],
  "lumo_energy_ev": 0.934,
  "total_charge": 0,
  "energy_ev": -8369.7714,
  "molar_mass_g_mol": 88.106,
  "multiplicity": 1,
  "de_lowest_ev": 3.510,
  "smiles": "O[C@H]1CCOC1"
}

***

(4)
{
  "formula": "C11H11N3O",
  "method": "wB97M-V/def2-TZVPD",
  "species": ["C", "C", "C", "C", "C", "C", "C", "C", "C", "C", "C", "N", "N", "N", "O", "H", "H", "H", "H", "H", "H", "H", "H", "H", "H", "H"],
  "positions_angstrom": [[-2.322, -0.106, -2.160], [-1.227, -0.871, -1.895], [-2.845, 0.753, -1.179], [-0.634, -0.969, -0.428], [-2.262, 0.868, -0.002], [2.955, -0.129, -0.792], [1.560, 0.015, -0.871], [3.446, -1.458, -0.594], [-1.070, 0.261, 0.392], [1.315, -2.328, -0.334], [0.018, 1.659, 3.415], [0.832, -1.083, -0.436], [2.575, -2.474, -0.616], [-0.467, 0.468, 1.524], [-0.941, 1.461, 2.357], [-2.736, -0.226, -3.200], [-0.514, -1.432, -2.537], [-3.909, 1.078, -1.320], [-0.884, -1.843, 0.042], [-2.747, 1.532, 0.787], [3.607, 0.721, -1.165], [1.138, 0.926, -0.960], [4.438, -1.786, -0.880], [0.090, 2.664, 3.445], [0.874, 1.155, 3.042], [-0.291, 1.145, 4.364]],
  "lowdin_charge": [-0.11, 0.02, -0.11, -0.18, -0.06, -0.03, -0.01, -0.11, -0.24, -0.14, -0.04, -0.08, 0.02, 0.10, -0.17, 0.12, 0.12, 0.13, 0.10, 0.14, 0.12, 0.09, 0.10, 0.04, 0.06, 0.11],
  "lumo_energy_ev": -0.538,
  "total_charge": 0,
  "energy_ev": -18096.0147,
  "molar_mass_g_mol": 201.229,
  "multiplicity": 1,
  "de_lowest_ev": 6.444
}